Molecular formula: C46H47N3O2P2PtSSi2
Method: DFT, ωB97M-V/def2-TZVPD

```
! wB97M-V def2-TZVPD RIJCOSX def2/J DEFGRID3
* xyz 0 3
Pt 13.65 12.69 10.62
O 13.71 13.88 15.80
S 13.83 13.26 14.45
C 15.53 12.50 14.50
C 15.87 12.22 15.77
C 17.15 11.79 16.05
C 18.03 11.55 15.00
C 17.68 11.80 13.69
C 16.40 12.24 13.42
P 16.02 12.52 11.56
C 17.06 11.10 10.92
C 16.96 9.84 11.48
C 17.75 8.83 11.00
C 18.55 9.04 9.88
C 18.60 10.30 9.25
C 17.85 11.33 9.78
C 17.06 13.91 10.99
C 16.99 14.42 9.56
C 18.29 15.09 9.09
C 19.19 15.63 9.99
C 18.95 15.46 11.33
C 17.97 14.56 11.80
C 12.92 11.66 14.58
C 12.58 11.35 15.90
C 12.02 10.16 16.27
C 11.88 9.15 15.29
C 12.17 9.46 14.01
C 12.64 10.75 13.59
P 12.51 11.14 11.79
C 12.80 9.60 10.94
C 11.87 8.50 10.70
C 12.00 7.56 9.74
C 13.15 7.65 8.80
C 14.35 8.62 9.17
C 14.02 9.54 10.31
C 10.71 11.14 11.74
C 10.07 10.76 10.57
C 8.67 10.70 10.55
C 7.93 10.92 11.72
C 8.56 11.47 12.84
C 9.96 11.50 12.87
H 15.11 12.37 16.59
H 17.49 11.65 17.08
H 19.05 11.22 15.19
H 18.40 11.64 12.95
H 16.22 9.69 12.26
H 17.66 7.87 11.45
H 19.17 8.26 9.41
H 19.30 10.40 8.39
H 17.93 12.28 9.30
H 16.72 13.63 8.82
H 18.35 15.24 7.99
H 20.09 16.14 9.67
H 19.43 16.06 12.06
H 18.04 14.38 12.88
H 12.74 12.10 16.67
H 11.81 9.96 17.33
H 11.51 8.16 15.54
H 12.03 8.67 13.27
H 10.98 8.49 11.32
H 11.32 6.68 9.65
H 13.49 6.69 8.43
H 15.36 8.26 9.20
H 14.77 10.25 10.46
H 10.69 10.51 9.68
H 8.25 10.29 9.62
H 6.85 10.83 11.63
H 7.97 11.66 13.71
H 10.43 11.84 13.78
C 13.02 16.47 10.53
Si 12.51 14.73 10.94
C 11.60 14.83 12.58
C 15.83 15.48 9.44
C 11.84 13.68 9.72
Si 11.30 14.19 8.08
C 10.35 12.87 7.20
C 12.62 14.77 6.87
C 10.11 15.58 8.53
H 13.60 16.94 11.31
H 12.04 17.00 10.55
H 13.41 16.53 9.50
H 10.62 15.24 12.34
H 12.20 15.39 13.30
H 11.34 13.82 12.95
H 15.89 16.30 10.17
H 15.94 15.96 8.46
H 14.88 14.98 9.44
H 11.00 13.11 10.15
H 11.05 12.16 6.70
H 9.73 13.32 6.47
H 9.70 12.21 7.83
H 13.09 13.96 6.33
H 13.37 15.39 7.40
H 12.12 15.38 6.07
H 9.49 15.40 9.43
H 9.34 15.68 7.76
H 10.65 16.57 8.54
O 14.89 12.63 8.31
N 14.77 11.35 8.48
C 14.37 10.62 7.44
C 13.89 9.33 7.95
N 12.86 8.59 7.68
C 14.05 11.19 6.17
N 13.80 11.63 5.14
*
```

Its orbital gap (alpha / beta) is 6.687 / 6.758 eV. For the HOMO energy (alpha / beta), the calculation gives -6.911 / -8.028 eV. The total energy comes out at -3874.78425 Eh. Its LUMO energy (alpha / beta) is -0.22 / -1.27 eV.